(1)
The following is a DFT calculation (ωB97M-V with the def2-TZVPD basis set) of a structure of composition C13H16INO7P2PbSe.

Calculated values
- Energy above the lowest of the compared OMol25 structures with the same formula, charge and spin: 0.334 eV
- E_HOMO: -0.2765 hartree
- Gap between HOMO and LUMO: 7.54 eV
- Total charge: 0
- Calculated total energy: -4661.38055 Eh

Last column: Löwdin charge in e.
Positions of all 42 atoms, in Å:
Pb  -0.095  -1.213  -1.702  1.045
C  -1.303  1.312  1.935  -0.046
C  0.124  1.459  1.444  -0.592
O  0.829  2.333  2.324  -0.036
P  1.023  -0.130  1.435  0.471
O  2.472  0.232  0.974  -0.117
O  1.242  -0.630  2.920  -0.065
O  0.316  -1.179  0.624  -0.474
P  0.248  2.056  -0.292  0.320
O  -0.528  3.451  -0.218  -0.099
O  1.722  2.271  -0.510  -0.311
O  -0.486  1.089  -1.183  -0.478
H  -1.300  1.050  2.995  0.093
H  -1.833  0.550  1.371  0.058
H  -1.827  2.260  1.818  0.093
H  1.495  2.809  1.809  0.090
H  2.434  1.031  0.364  0.043
H  0.607  -1.313  3.172  0.102
H  -0.168  4.118  -0.815  0.091
I  2.106  -3.815  -1.166  0.924
C  3.410  -2.166  -1.225  -0.786
C  4.625  -2.230  -0.559  -0.124
C  5.432  -1.106  -0.615  -0.055
C  4.998  0.009  -1.319  -0.052
C  3.766  -0.043  -1.943  -0.140
N  2.981  -1.122  -1.899  -0.043
H  4.920  -3.118  -0.021  0.096
H  6.387  -1.100  -0.107  0.113
H  5.596  0.908  -1.372  0.110
H  3.373  0.811  -2.480  0.115
Se  -2.205  -2.970  -1.340  0.463
C  -3.472  -1.619  -0.836  -0.702
C  -3.630  -1.260  0.500  -0.164
C  -4.568  -0.308  0.870  -0.103
C  -5.368  0.297  -0.089  -0.097
C  -5.223  -0.064  -1.421  -0.092
C  -4.283  -1.014  -1.793  -0.144
H  -3.019  -1.747  1.250  0.095
H  -4.677  -0.039  1.914  0.103
H  -6.101  1.038  0.199  0.098
H  -5.843  0.397  -2.180  0.101
H  -4.173  -1.292  -2.833  0.093

=====

(2)
The following is a DFT calculation (ωB97M-V with the def2-TZVPD basis set) of a structure of composition C5H12NS.

Calculated values
- Energy above the lowest of the compared OMol25 structures with the same formula, charge and spin: 3.614 eV
- E_HOMO: -0.4599 hartree
- Gap between HOMO and LUMO: 8.26 eV
- Total charge: +1
- Calculated total energy: -650.28195 Eh

Last column: Löwdin charge in e.
Positions of all 19 atoms, in Å:
C  2.116  -0.110  0.526  -0.605
C  0.214  -2.018  0.153  -0.063
C  0.008  1.780  0.191  -0.029
C  -1.841  0.391  -0.714  0.043
C  0.425  -0.587  -0.297  -0.269
N  -0.579  0.422  0.120  -0.218
S  3.244  0.409  -0.407  0.825
H  1.936  -0.439  1.536  0.049
H  0.607  -2.234  1.124  0.059
H  0.670  -2.823  -0.495  0.121
H  -0.878  -2.256  0.363  0.099
H  -0.597  2.698  0.671  0.171
H  0.984  1.727  0.717  0.071
H  0.127  2.006  -0.842  0.091
H  -1.488  0.698  -1.657  0.096
H  -2.322  -0.618  -0.460  0.140
H  -2.514  1.138  -0.393  0.089
H  0.731  -0.422  -1.296  0.103
H  -0.844  0.240  1.161  0.228

=====

(3)
The following is a DFT calculation (ωB97M-V with the def2-TZVPD basis set) of a structure of composition C3H3NO.

Calculated values
- Energy above the lowest of the compared OMol25 structures with the same formula, charge and spin: 5.968 eV
- E_HOMO: -0.3352 hartree
- Gap between HOMO and LUMO: 10.18 eV
- Total charge: 0
- Calculated total energy: -245.87222 Eh

Last column: Löwdin charge in e.
Positions of all 8 atoms, in Å:
C  -0.347  -0.656  0.655  -0.024
C  -0.348  -0.200  -0.720  -0.187
C  0.195  0.941  0.077  -0.077
N  0.868  -0.846  -0.171  0.036
O  1.508  0.440  0.107  -0.087
H  -0.903  -1.233  1.349  0.098
H  -0.876  -0.384  -1.632  0.124
H  -0.096  1.938  0.335  0.117

=====

(4)
The following is a DFT calculation (ωB97M-V with the def2-TZVPD basis set) of the molecule C16H23FN2O3S.

Calculated values
- Energy above the lowest of the compared OMol25 structures with the same formula, charge and spin: 0.166 eV
- E_HOMO: -0.3556 hartree
- Gap between HOMO and LUMO: 9.98 eV
- Total charge: 0
- Calculated total energy: -1456.78331 Eh

Last column: Löwdin charge in e.
Positions of all 46 atoms, in Å:
C  2.308  -3.977  -2.996  -0.108
C  2.044  -3.156  -1.740  -0.261
C  1.274  -3.925  -0.665  -0.216
C  -0.115  -4.409  -1.089  -0.189
C  -1.061  -3.275  -1.490  -0.171
N  -1.244  -2.324  -0.418  0.081
C  -0.788  -1.062  -0.489  -0.441
O  -0.242  -0.590  -1.468  0.068
C  -0.983  -0.222  0.742  -0.040
C  -0.012  0.737  1.018  0.004
C  -0.169  1.610  2.072  -0.249
S  1.072  2.888  2.362  0.665
O  0.811  3.445  3.656  -0.282
O  2.360  2.330  2.086  -0.272
N  0.806  4.094  1.252  -0.234
C  1.102  3.799  -0.134  -0.181
C  -0.249  3.526  -0.826  -0.142
C  -1.312  4.010  0.176  -0.148
C  -0.504  4.705  1.284  -0.186
C  -1.280  1.548  2.894  -0.043
C  -2.255  0.597  2.647  0.020
C  -2.097  -0.266  1.576  -0.202
F  -3.075  -1.169  1.346  0.074
H  1.384  -4.198  -3.526  0.064
H  2.958  -3.427  -3.672  0.070
H  2.794  -4.917  -2.744  0.074
H  3.001  -2.853  -1.310  0.108
H  1.506  -2.244  -2.002  0.085
H  1.175  -3.284  0.214  0.103
H  1.859  -4.799  -0.368  0.110
H  -0.029  -5.096  -1.931  0.104
H  -0.559  -4.963  -0.258  0.108
H  -0.662  -2.720  -2.339  0.117
H  -2.036  -3.691  -1.766  0.123
H  -1.659  -2.671  0.432  0.143
H  0.870  0.782  0.398  0.130
H  1.800  2.965  -0.174  0.108
H  1.589  4.677  -0.568  0.124
H  -0.311  4.076  -1.764  0.107
H  -0.373  2.468  -1.051  0.093
H  -2.024  4.695  -0.280  0.107
H  -1.869  3.166  0.584  0.094
H  -0.924  4.592  2.281  0.112
H  -0.388  5.771  1.067  0.127
H  -1.359  2.238  3.719  0.118
H  -3.137  0.518  3.263  0.125